The following is a DFT calculation (ωB97M-V/def2-TZVPD) of a cluster of 11 separate species, C20H65N3O11 in total at a distorted geometry.

Results
HOMO-LUMO gap	9.9	eV
F_max	1.65	eV/A
spin multiplicity	1
SMILES	COC[C@H](C)N.COC[C@H](C)N.COC[C@H](C)N.CO.CO.CO.CO.CO.CO.CO.CO

Geometry (Å):
H: 36.351 -3.555 15.816
H: 32.494 -8.578 21.020
H: 40.203 -7.063 17.432
H: 34.132 -6.424 18.776
H: 32.982 -1.808 24.790
C: 32.343 -2.412 24.143
H: 37.650 -4.672 20.147
C: 36.852 -9.699 15.906
H: 38.132 -10.898 16.949
O: 33.421 -8.696 21.241
N: 30.774 1.146 18.336
C: 33.977 -9.678 20.397
H: 35.502 -10.726 14.556
O: 35.903 -2.897 19.810
H: 36.701 -2.730 18.210
H: 34.312 -3.797 16.886
C: 35.877 -2.908 24.955
O: 37.270 -2.535 17.448
H: 32.330 1.705 20.611
C: 34.148 -8.117 16.050
H: 37.725 -7.707 23.247
H: 36.123 -8.183 23.839
H: 38.568 -0.987 17.939
C: 35.597 -1.833 20.663
H: 34.870 -7.777 15.297
H: 32.250 -3.573 18.152
H: 33.885 -3.012 23.175
H: 36.970 -8.760 15.360
C: 34.466 -4.258 15.906
C: 31.447 -4.302 18.140
H: 39.360 -5.769 18.358
H: 36.097 -8.649 17.616
C: 35.073 -4.046 19.927
H: 38.770 -6.305 16.770
C: 39.238 -6.630 17.708
H: 34.216 -3.927 19.253
H: 30.622 0.964 17.342
O: 32.503 -0.233 16.447
H: 37.644 -0.813 16.417
H: 36.547 -2.965 25.816
C: 32.465 0.767 20.075
H: 32.132 -1.146 18.215
C: 32.229 0.909 18.589
C: 32.733 -0.311 17.826
H: 34.479 -0.184 15.839
C: 36.505 -10.844 14.979
H: 32.644 1.846 18.202
H: 37.158 -10.840 14.101
H: 30.474 -3.812 18.218
O: 34.987 -4.031 24.930
H: 35.261 -2.031 25.186
H: 34.125 -9.344 19.357
H: 32.062 -3.340 24.649
C: 33.563 0.415 15.762
H: 33.771 -3.746 15.223
H: 34.566 -6.615 20.484
C: 34.971 -6.473 19.473
C: 35.792 -9.505 17.001
H: 33.774 -0.558 18.083
H: 35.537 -4.785 24.683
H: 33.528 0.531 20.211
H: 36.749 -0.570 17.829
O: 34.472 -9.414 16.528
H: 35.540 -7.386 19.296
H: 31.855 -0.010 20.533
H: 38.411 -8.381 17.805
H: 34.566 -1.474 20.538
O: 31.585 -5.049 16.940
O: 38.414 -7.588 18.373
N: 37.040 -5.475 20.281
H: 30.255 0.366 18.749
H: 37.546 -6.241 19.836
H: 36.409 -6.115 21.934
H: 33.200 -8.217 15.525
O: 36.141 -6.402 22.829
H: 33.291 0.518 14.717
H: 34.105 -7.386 16.858
H: 36.265 -0.993 20.471
H: 35.815 -10.392 17.645
H: 31.576 -4.936 19.027
H: 35.695 -2.042 21.739
H: 34.099 -5.285 15.947
H: 36.519 -11.820 15.467
C: 37.607 -1.141 17.461
H: 36.356 -2.728 23.994
O: 33.017 -2.677 22.918
O: 35.770 -4.211 15.409
N: 38.125 -9.920 16.650
H: 31.418 -1.880 23.926
H: 30.826 -5.633 16.873
C: 36.647 -7.697 23.017
H: 33.343 -10.566 20.294
H: 33.769 1.400 16.194
H: 38.885 -9.954 15.969
C: 35.828 -5.235 19.454
H: 36.178 -5.084 18.421
H: 34.656 -4.101 20.938
H: 36.558 -8.321 22.118
H: 34.958 -9.938 20.788

These are the Mulliken partial charges, in e, on atoms 1 to 8:
1. H 0.38
2. H 0.27
3. H 0.35
4. H 0.08
5. H 0.25
6. C -0.68
7. H 0.33
8. C 0.37

The following is a DFT calculation (ωB97M-V/def2-TZVPD) of a cluster of 13 separate species, C20H66O20 in total at a distorted geometry.

Results
HOMO-LUMO gap	9.6	eV
F_max	3.46	eV/A
spin multiplicity	1

Geometry (Å):
H: -4.364 -1.724 -2.686
O: -1.703 2.071 2.139
H: 5.602 2.590 -2.198
H: -0.005 0.572 -4.210
H: -0.350 -0.075 0.565
H: -1.939 4.746 -1.743
H: 3.337 -2.965 2.005
H: 1.223 -2.252 1.963
C: 2.392 1.501 3.220
H: -3.032 0.768 -1.858
C: -3.598 0.632 -3.880
H: 0.765 1.146 0.132
O: -1.132 3.558 -0.289
H: -0.301 3.340 2.852
H: 1.580 -3.833 5.017
H: 0.140 -3.415 -2.169
O: -2.604 -0.347 2.999
H: -0.839 -1.112 3.085
H: 0.650 -0.991 -2.903
C: 1.955 -1.964 4.592
H: 0.842 -4.132 -3.557
C: 3.605 1.096 -0.721
H: 2.888 0.920 -1.524
H: 2.075 0.492 2.956
C: -1.380 -4.261 -3.572
H: -2.163 -4.449 -2.838
H: -1.900 4.727 4.176
O: 3.678 1.271 3.824
H: -3.801 -0.633 4.703
H: -2.306 -0.729 -2.641
O: 0.043 -1.483 3.165
C: 0.001 -4.236 -2.872
H: 2.398 3.754 -3.328
O: -4.334 1.797 -3.703
H: -2.648 0.913 -4.336
H: -3.163 0.985 4.489
H: 5.897 1.267 -0.586
H: 1.944 2.951 -1.131
C: -2.929 -0.072 4.369
H: -1.775 -4.963 -5.386
H: -1.088 2.383 4.137
C: 3.431 -3.498 -0.145
O: -2.685 4.694 2.316
H: 1.489 -0.070 -4.735
H: 3.422 0.459 0.144
H: -4.083 -0.146 -4.468
H: 2.121 -4.183 1.615
C: -3.166 -0.065 -2.548
H: 1.243 -1.315 -0.417
C: -3.544 3.543 -0.815
H: -1.851 2.708 1.436
H: 0.071 -0.557 -5.636
H: -2.066 -0.307 4.992
H: -3.122 -2.176 0.584
O: -1.449 -5.335 -4.563
H: 2.537 -1.734 5.484
O: 1.230 3.313 -1.660
O: 0.105 -5.416 -2.096
H: -3.487 4.612 0.798
C: -2.116 3.757 -1.319
H: -2.024 5.371 2.153
H: 2.582 -1.506 3.827
H: -0.185 -6.216 -2.540
O: -3.998 4.604 -0.015
H: -0.985 -2.332 0.157
H: 4.111 2.706 0.475
O: 5.326 1.700 -2.428
O: 1.601 -2.419 1.096
H: 3.584 1.050 4.754
O: 3.495 2.482 -0.226
H: 0.718 3.609 -3.647
C: -1.248 2.940 3.215
C: 1.512 3.197 -3.024
H: 2.711 -3.499 -0.964
H: -3.541 2.577 -0.310
H: 0.470 -0.369 4.907
H: -0.848 -3.812 1.151
H: -0.272 3.676 -0.698
C: 5.088 0.937 -1.239
H: -2.215 0.491 2.737
H: -3.141 3.552 3.961
H: -1.436 -3.254 -3.985
C: -1.468 -3.268 0.438
H: 1.561 2.135 -3.264
H: 1.658 1.965 3.879
C: 2.652 -3.312 1.231
H: -5.139 1.573 -3.232
H: -0.123 -1.945 5.184
C: 0.538 -1.386 4.521
H: -4.272 3.472 -1.623
C: -2.267 3.980 3.471
O: 4.369 -2.474 -0.487
C: 0.144 0.362 -0.302
H: -0.578 0.748 -1.022
O: 0.322 -1.374 -3.720
O: 0.975 -0.572 -0.963
H: -1.488 -3.894 -0.454
H: 4.640 -2.464 -1.408
O: 2.084 -3.408 4.319
C: 0.436 -0.330 -4.634
O: -2.774 -2.987 0.962
O: -4.199 -0.981 -2.101
H: 3.966 -4.448 -0.135
H: 2.564 2.008 2.270
H: 5.249 -0.138 -1.323
H: -1.898 3.130 -2.183

These are the Mulliken partial charges, in e, on atoms 1 to 8:
1. H 0.32
2. O -0.32
3. H 0.32
4. H 0.03
5. H -0.12
6. H 0.37
7. H 0.34
8. H -0.31

DFT total energy
In order: -1792.72940 -2306.15197
Unit: Eh
Energy relative to the best compared isomer or geometry (same formula, charge and spin)
In order: 0.0 185.9
Unit: kJ/mol